one | Density functional theory data (wB97M-V/def2-TZVPD) for a 3-piece molecular cluster, CH6O3 overall.

## Properties
Structure (SMILES) ... C=O.O.O
LUMO ... 0.0105 Ha
Frontier orbital gap ... 10.991 eV

Geometry (Å):
1 C 0.4937 0.0509 0.2138
2 O -0.5522 -0.4507 0.4133
3 H 1.4292 -0.5128 0.2530
4 H 0.6590 1.1324 0.3150
5 O -3.6402 1.0914 2.1880
6 H -2.9026 0.5536 1.9351
7 H -4.3797 0.3569 2.2709
8 O 3.0756 -0.9559 -2.8622
9 H 2.8016 -1.2542 -1.9426
10 H 3.0156 -0.0114 -2.7842

two | Density functional theory data (wB97M-V/def2-TZVPD) for a 3-piece molecular cluster, CH6O3 overall.

## Properties
Structure (SMILES) ... C=O.O.O
LUMO ... 0.0081 Ha
Frontier orbital gap ... 11.143 eV

Geometry (Å):
1 C 0.1014 -0.6783 0.1316
2 O 0.1573 -0.4283 1.2981
3 H -0.7518 -1.2258 -0.3053
4 H 0.8941 -0.4366 -0.5987
5 O 2.5302 0.2517 -2.8613
6 H 1.6611 0.1988 -2.4799
7 H 2.6378 0.9615 -3.4951
8 O -2.7056 0.6430 1.8311
9 H -2.9613 -0.2845 1.7947
10 H -1.7515 0.6074 1.6838

The structure with the greatest stability is two.

one | Density functional theory data (wB97M-V/def2-TZVPD) for a single C4H6N2O molecule.

## Properties
Structure (SMILES) ... Cc1cc(N)on1
LUMO ... 0.0341 Ha
Frontier orbital gap ... 10.148 eV

Geometry (Å):
1 C 1.5842 -0.3028 1.6625
2 C 0.7468 0.0250 0.4659
3 C -0.3538 -0.6850 -0.0970
4 C -0.8356 0.1660 -1.0348
5 N -1.9886 0.1030 -1.8129
6 O -0.0618 1.2634 -1.1008
7 N 0.9384 1.1655 -0.1502
8 H 2.2406 0.5430 1.8832
9 H 0.9394 -0.4726 2.5319
10 H 2.1951 -1.1983 1.5181
11 H -0.7028 -1.6895 0.0718
12 H -1.9096 0.6583 -2.6560
13 H -2.7924 0.4241 -1.2818

two | Density functional theory data (wB97M-V/def2-TZVPD) for C4H6N2O as an isolated structure.

## Properties
LUMO ... 0.0219 Ha
Frontier orbital gap ... 9.114 eV

Geometry (Å):
1 C 1.4609 0.5600 1.0040
2 C 0.2735 -0.0069 0.0496
3 C 0.2404 0.2771 -1.2153
4 C -1.0562 -0.5604 0.2546
5 H 1.3337 1.4422 1.7180
6 H 2.4623 0.8595 0.5665
7 H 1.5462 -0.2861 1.6079
8 H 1.1772 0.2973 -1.8093
9 H -1.2081 -0.0581 -2.7316
10 H -2.3859 -0.9180 1.6810
11 N -0.8471 -0.1335 -1.7537
12 N -1.8015 -0.4245 -0.8614
13 O -1.1954 -1.0487 1.4895

three | Density functional theory data (wB97M-V/def2-TZVPD) for a single C4H6N2O molecule.

## Properties
Structure (SMILES) ... CC1=N[C@@H]1C(N)=O
LUMO ... 0.0242 Ha
Frontier orbital gap ... 9.983 eV

Geometry (Å):
1 C 0.1493 -0.0927 -2.4175
2 C -0.4384 0.1302 -1.0897
3 N -1.5428 -0.1039 -0.5781
4 C -0.0979 -0.2744 0.2460
5 C -0.3850 0.3693 1.5594
6 N 0.5427 0.1780 2.5582
7 O -1.4643 0.8714 1.7925
8 H -0.6198 0.0029 -3.1837
9 H 1.0040 0.5478 -2.5974
10 H 0.4864 -1.1408 -2.4015
11 H 0.5175 -1.1893 0.2904
12 H 1.5273 0.1694 2.3448
13 H 0.2852 0.6600 3.4080

four | Density functional theory data (wB97M-V/def2-TZVPD) for a 2-piece molecular cluster, C4H6N2O overall.

## Properties
LUMO (spin up / spin down) ... -0.0244 / -0.0244 Ha
Frontier orbital gap (spin up / spin down) ... 8.064 / 8.064 eV

Geometry (Å):
1 C 0.8873 -1.4078 -0.1369
2 C 0.3569 1.3454 -0.6364
3 C -0.7989 0.3801 -0.4711
4 C -0.3662 -0.8936 0.0480
5 N 1.9417 -1.8999 -0.2873
6 N -0.0695 -0.3334 1.9390
7 O -0.1057 -1.2295 2.6423
8 H 1.2545 0.9880 -1.2053
9 H 0.8276 1.4191 0.2788
10 H 0.0575 2.2473 -1.0679
11 H -1.4189 0.8018 0.2866
12 H -1.3697 0.2906 -1.4665
13 H -1.1965 -1.7081 0.0767

The structure with the greatest stability is one.

one | Density functional theory data (wB97M-V/def2-TZVPD) for C4H6N2O as an isolated structure.

## Properties
LUMO ... 0.0382 Ha
Frontier orbital gap ... 11.027 eV

Geometry (Å):
1 N 0.8454 1.1339 -1.6545
2 C -0.0191 0.4452 -1.0647
3 O -1.3265 0.1378 -1.3364
4 C -1.4931 -0.5390 -0.0499
5 C -0.0619 -0.1974 0.2815
6 C 1.0339 -0.8562 0.9843
7 N 0.4359 0.5405 1.3777
8 H 0.5210 1.5157 -2.5409
9 H -2.2352 -0.0479 0.5776
10 H -1.7106 -1.6021 -0.1829
11 H 1.9905 -0.8586 0.4389
12 H 0.8996 -0.9065 2.0309
13 H 1.1201 1.2346 1.1384

two | Density functional theory data (wB97M-V/def2-TZVPD) for a single C4H6N2O molecule.

## Properties
Structure (SMILES) ... [H]/N=C/OCCC#N
LUMO ... 0.0264 Ha
Frontier orbital gap ... 11.451 eV

Geometry (Å):
1 H -2.4410 1.6561 -0.4558
2 N -1.6515 1.0166 -0.4554
3 C -1.8769 0.0275 0.2998
4 O -1.0054 -0.9818 0.4710
5 C 0.2118 -0.8853 -0.2667
6 C 1.1725 0.0717 0.4475
7 C 2.3371 0.3914 -0.3801
8 N 3.2450 0.6523 -1.0471
9 H -2.7666 -0.1547 0.9081
10 H 0.0044 -0.5357 -1.2811
11 H 0.6157 -1.8992 -0.2978
12 H 0.6443 1.0044 0.6643
13 H 1.5105 -0.3632 1.3933

The structure with the greatest stability is two.

one | Density functional theory data (wB97M-V/def2-TZVPD) for a single C4H6N2O molecule.

## Properties
Structure (SMILES) ... [H]/N=N/[C@@]1(C=C)CO1
LUMO ... 0.0370 Ha
Frontier orbital gap ... 10.121 eV

Geometry (Å):
1 H -1.2399 -0.6761 -3.2361
2 N -1.1763 -0.1999 -2.2872
3 N -0.2031 -0.6773 -1.7330
4 C 0.0134 -0.0738 -0.2697
5 C 0.6367 -0.8936 0.9001
6 C 0.2014 -0.6644 2.1258
7 C 0.1861 1.4172 -0.3696
8 O -1.0720 0.8159 -0.0118
9 H 1.4778 -1.4026 0.5503
10 H 0.7334 -1.2630 2.8944
11 H -0.5565 -0.0065 2.4659
12 H 0.6853 1.9094 0.4457
13 H 0.3138 1.7148 -1.4747

two | Density functional theory data (wB97M-V/def2-TZVPD) for a 2-piece molecular cluster, C4H6N2O overall.

## Properties
LUMO ... 0.0338 Ha
Frontier orbital gap ... 10.627 eV

Geometry (Å):
1 O 1.3222 2.5863 0.7562
2 C 0.8300 1.6958 1.2616
3 N 1.5232 -0.3049 -0.7625
4 C 0.3998 -1.0916 -0.2921
5 C -0.8029 -0.2236 -0.2667
6 C -1.9650 0.2070 0.4696
7 N -1.0673 0.9848 -0.4787
8 H 2.4065 -0.7700 -0.5980
9 H 0.5549 -1.3328 0.7687
10 H 0.2202 -2.0473 -0.8110
11 H 1.4335 -0.1019 -1.7510
12 H -2.9849 0.0377 0.1367
13 H -1.8296 0.4079 1.5354

The structure with the greatest stability is two.

one | Density functional theory data (wB97M-V/def2-TZVPD) for a 2-piece molecular cluster, C4H6N2O overall.

## Properties
Structure (SMILES) ... [H]/N=C/C=N/[H].C=C=O
LUMO ... 0.0110 Ha
Frontier orbital gap ... 9.607 eV

Geometry (Å):
1 H 2.5004 -2.4879 1.2722
2 N 2.1701 -1.6878 0.7398
3 C 1.1395 -1.7934 0.0514
4 C 0.6674 -0.5808 -0.8236
5 N 0.1327 -0.8845 -1.9345
6 H 0.2662 -0.2073 -2.6839
7 H 0.6431 -2.7155 -0.2607
8 H 1.3884 0.2401 -0.7261
9 C -1.5219 2.4777 0.7980
10 C -1.8726 1.2161 0.7991
11 O -2.5762 0.3326 1.1563
12 H -1.5472 3.0644 -0.1017
13 H -1.3899 3.0263 1.7137

two | Density functional theory data (wB97M-V/def2-TZVPD) for a single C4H6N2O molecule.

## Properties
Structure (SMILES) ... C/N=C/C=C\N=O
LUMO (spin up / spin down) ... -0.0375 / -0.0283 Ha
Frontier orbital gap (spin up / spin down) ... 7.556 / 7.562 eV

Geometry (Å):
1 C -1.6629 1.5435 -0.1689
2 N -0.6258 0.5428 0.1744
3 C -0.6478 -0.7352 0.2342
4 C 0.5156 -1.5295 0.0668
5 C 1.7867 -0.9873 0.0713
6 N 1.9227 0.2644 -0.4071
7 O 2.7185 1.1425 -0.0531
8 H -2.5643 1.1335 -0.6422
9 H -1.8636 2.0370 0.7874
10 H -1.2388 2.3050 -0.8492
11 H -1.4604 -1.4994 0.3955
12 H 0.4457 -2.6158 0.2763
13 H 2.6745 -1.6014 0.1146

three | Density functional theory data (wB97M-V/def2-TZVPD) for a single C4H6N2O molecule.

## Properties
Structure (SMILES) ... O=C1NC=CCN1
LUMO ... 0.0280 Ha
Frontier orbital gap ... 9.306 eV

Geometry (Å):
1 O 2.6847 -0.0165 0.1076
2 C 1.5099 0.0550 -0.0526
3 N 0.8001 1.2599 -0.2279
4 C -0.6147 1.3071 -0.0099
5 C -1.3653 0.1945 0.0732
6 C -0.6995 -1.0799 -0.0398
7 N 0.6978 -1.0379 -0.0646
8 H 1.3166 2.0670 0.2769
9 H -0.9386 2.3812 0.0028
10 H -2.4363 0.2680 0.2013
11 H -1.0079 -1.6872 0.8677
12 H -1.0807 -1.7813 -0.8847
13 H 1.1338 -1.9301 -0.2501

The structure with the greatest stability is three.

one | Density functional theory data (wB97M-V/def2-TZVPD) for a single C5H6O3 molecule.

## Properties
Structure (SMILES) ... O=C1CCC(=O)C1O
LUMO ... -0.0021 Ha
Frontier orbital gap ... 9.874 eV

Geometry (Å):
1 O -1.6006 -1.1003 1.4740
2 C -0.7137 -0.5223 0.8732
3 C 0.0671 0.8490 1.0789
4 C 0.3944 1.3562 -0.4195
5 C 0.1171 0.0889 -1.1462
6 O -0.2254 -0.0741 -2.3381
7 C 0.0584 -1.0375 -0.1666
8 O -0.1998 -2.4721 -0.4874
9 H 0.8746 0.7786 1.9039
10 H -0.7436 1.5925 1.6085
11 H -0.2938 2.1123 -0.6251
12 H 1.5404 1.5581 -0.2755
13 H 1.2064 -0.6327 0.0673
14 H -0.4814 -2.4966 -1.5474

two | Density functional theory data (wB97M-V/def2-TZVPD) for a 2-piece molecular cluster, C5H6O3 overall.

## Properties
Structure (SMILES) ... C=C1CO1.O=C1CO1
LUMO ... 0.0289 Ha
Frontier orbital gap ... 10.392 eV

Geometry (Å):
1 C -0.6521 -1.8297 -0.1284
2 C -0.8824 -0.5729 -0.3900
3 C -1.5795 0.6804 -0.3003
4 O -0.3862 0.4813 -1.0708
5 H -1.3189 -2.3847 0.5039
6 H 0.2023 -2.3380 -0.5369
7 H -2.4808 0.8470 -0.8828
8 H -1.4522 1.3058 0.5743
9 O 3.3737 -1.4576 -0.1957
10 C 3.3068 -0.2874 -0.0972
11 C 2.5808 0.9432 0.1377
12 O 4.0206 0.8054 -0.1447
13 H 2.0057 1.4037 -0.6528
14 H 2.3697 1.2665 1.1484

The structure with the greatest stability is one.